The following is a DFT calculation (ωB97M-V/def2-TZVPD) of 7 unconnected molecules or ions with the total composition H15NO6.

Values from the calculation:
Total charge: 0
Frontier orbital gap (eV): 11.1
Relative energy (zero: lowest compared OMol25 entry of this formula, charge and spin) (kJ/mol): 58.9
F_max (eV/Å): 0.954
2S+1: 1
Total energy (Eh): -515.19705

```
22
H15NO6 ωB97M-V/def2-TZVPD
N 0.53 -1.36 1.37
H 0.34 -0.63 2.05
H -0.26 -1.34 0.74
H 0.43 -2.24 1.86
O 1.84 2.72 0.37
H 2.65 3.12 0.68
H 1.22 2.81 1.11
O 1.01 -1.23 -3.34
H 1.33 -0.52 -2.77
H 1.75 -1.78 -3.60
O -2.60 -1.05 0.79
H -2.23 -1.21 -0.09
H -3.39 -1.59 0.81
O -1.40 2.42 2.61
H -2.31 2.73 2.69
H -1.46 1.47 2.46
O -1.29 -0.74 -2.02
H -0.65 -1.34 -2.42
H -0.68 -0.03 -1.72
O 1.92 -0.14 -0.86
H 1.67 -0.79 -0.17
H 1.56 0.70 -0.53
```